Here is C45H60N10O15 as an isolated structure in a non-equilibrium geometry from OMol25. Energies are from the ωB97M-V functional and the def2-TZVPD basis.

Summary:
ΔE to the lowest compared entry with this formula, charge and spin ... 2348.70 kJ/mol
E_tot ... -3425.3657 hartree
HOMO level ... -8.4 eV
Orbital gap ... 6.70 eV

Geometry (Å):
C  2.172486  -4.788105  -0.770504
C  2.892913  -5.712592  0.086612
C  2.788390  -5.413876  1.644022
C  1.490695  -4.579290  2.057783
C  0.824546  -3.662749  1.077424
C  1.260643  -3.760606  -0.372512
N  1.214173  -4.503208  3.463510
O  1.545243  -5.431733  4.266882
O  0.571444  -3.535928  3.801658
H  2.285551  -5.034135  -1.857111
H  3.692785  -6.704236  -0.371405
H  3.485106  -5.947789  2.377688
H  0.185955  -2.826042  1.238475
H  0.962905  -3.031667  -1.215740
C  4.682488  0.140414  -1.657418
C  5.677998  -1.110366  -1.762595
C  5.868720  -1.872886  -3.076511
C  5.092925  -1.410232  -4.324310
C  3.939639  -0.350634  -4.127345
C  3.926881  0.422185  -2.768090
N  5.166361  -2.058080  -5.657450
O  6.163471  -2.792907  -5.674472
O  4.389502  -1.799547  -6.563695
H  4.516022  0.573394  -0.687491
H  6.124116  -1.469353  -0.713412
H  6.506001  -2.659306  -3.235683
H  3.286878  0.073491  -4.806435
H  3.117263  1.400261  -2.844614
C  -1.322253  3.626817  1.772322
C  -1.598390  4.442389  3.105568
C  -3.020864  5.061302  3.209346
C  -4.100315  4.893746  2.209523
C  -3.886693  3.814720  1.137486
C  -2.357623  3.287888  0.901159
N  -5.460651  5.503711  2.361424
O  -5.489238  6.650900  3.046523
O  -6.260724  5.250426  1.491000
H  -0.243060  3.383540  1.711076
H  -0.847915  4.831927  3.638944
H  -3.105242  5.959730  3.870648
H  -4.613779  3.429360  0.426464
H  -2.193789  2.650964  -0.060649
C  -1.975446  4.123367  -3.158497
C  -1.061638  2.943199  -3.579496
C  0.182724  2.692234  -2.713893
C  0.462325  3.676236  -1.581427
C  -0.447284  4.982900  -1.257701
C  -1.605803  5.167220  -2.259775
N  1.620758  3.386453  -0.765090
O  2.017016  4.279671  0.131915
O  2.255493  2.415997  -0.950228
H  -2.698532  4.102453  -3.875163
H  -1.499004  2.242853  -4.268097
H  0.678795  1.754803  -2.968461
H  -0.204020  5.645381  -0.481799
H  -2.436778  5.948454  -2.168754
C  -1.574395  -5.496898  -6.669249
C  -0.545099  -5.430361  -5.556890
C  -0.442705  -3.984874  -4.908504
C  -1.528953  -2.941826  -5.085467
C  -2.682820  -3.187211  -6.078212
C  -2.521863  -4.535688  -6.921243
N  -1.484003  -1.644094  -4.395578
O  -2.084093  -0.702781  -4.827346
O  -0.928170  -1.552630  -3.256912
H  -1.641407  -6.417531  -7.176959
H  -0.123596  -6.328279  -5.145937
H  0.354833  -3.835299  -4.012550
H  -3.451609  -2.476886  -6.405733
H  -3.207175  -4.639386  -7.594539
C  5.232826  -1.876461  5.194045
O  6.294059  -1.635074  4.817601
N  4.181520  -1.795303  4.378968
C  2.833001  -1.772842  4.918246
C  4.400530  -1.673006  2.949192
H  5.222101  -2.360382  6.139999
H  2.512872  -2.621699  5.453074
H  2.248329  -1.540104  4.144558
H  2.850777  -0.981181  5.562364
H  3.801179  -2.225878  2.320708
H  5.367034  -2.123487  2.415996
H  4.497583  -0.673731  2.693924
C  4.789047  4.791492  2.860785
O  5.566124  5.679625  3.080993
N  3.789921  4.436805  3.710680
C  3.003760  3.412944  3.222224
C  3.474196  5.002192  5.032835
H  4.761815  4.193914  1.800510
H  3.045625  2.610639  3.902014
H  3.207471  3.276580  2.147851
H  1.940049  3.358610  3.480651
H  4.342134  5.715673  5.413761
H  3.104334  4.237850  5.613410
H  2.733796  5.699170  4.912709
C  -2.991162  -2.657824  2.440093
O  -2.448996  -3.262709  1.432113
N  -4.011276  -1.686300  2.296308
C  -4.638136  -1.263836  3.482444
C  -4.459313  -1.055977  1.007346
H  -2.529178  -2.732225  3.440185
H  -4.832877  -2.241525  3.869047
H  -5.501913  -0.641702  3.254214
H  -3.970271  -0.850518  4.207036
H  -5.487257  -1.169369  0.740893
H  -3.790816  -1.418933  0.087094
H  -4.472257  0.013679  0.920245
C  1.475725  0.229175  0.763407
O  2.224938  0.720185  1.684419
N  0.136006  -0.042168  0.953213
C  -0.737547  -0.270386  -0.062482
C  -0.357829  0.264955  2.380295
H  1.805306  0.011440  -0.226939
H  -0.749543  -1.067069  -0.869039
H  -0.676371  0.569975  -0.558914
H  -1.855125  -0.455744  0.042087
H  -1.511690  0.640457  2.285479
H  0.090116  1.096477  2.928514
H  -0.605247  -0.675653  2.927964
C  -5.095417  1.501285  -1.459323
O  -3.868379  1.909864  -1.595190
N  -5.437798  0.300088  -1.910026
C  -6.814764  -0.255539  -1.718127
C  -4.513887  -0.592695  -2.656197
H  -5.769988  2.151084  -0.914273
H  -6.779017  -1.275102  -1.570903
H  -7.301663  -0.047960  -2.384621
H  -7.491072  0.082333  -1.006071
H  -3.752844  -0.864693  -1.973475
H  -4.199728  0.099391  -3.405864
H  -5.038926  -1.328177  -3.414567

Atoms 1-2, force components in eV/Å:
0.2 -1.7 0.2
0.7 0.5 3.1